Entry 1:
The following is a DFT calculation (wB97M-V/def2-TZVPD) of 2 unconnected molecules or ions with the total composition C4H8B3INO4P.

ORCA input file:
```
! RIJCOSX wB97M-V def2-TZVPD def2/J DEFGRID3
* xyz 0 1
O 0.8226 1.9093 -2.9777
P 0.6458 0.8851 -1.9207
B 2.0895 0.7155 -0.6150
O 2.1016 -0.3673 0.2428
B 3.3132 -1.0478 0.2496
O 4.4659 -0.3039 0.0750
B 4.3684 0.8637 -0.6467
I 5.9269 1.5231 -1.9028
O 3.1682 1.5580 -0.6046
H 0.5702 -0.4321 -2.4339
H -0.5637 0.9492 -1.1938
H 3.3570 -2.2264 0.3423
C -3.9238 -0.8749 0.5122
C -4.0337 0.0437 1.5920
C -2.7644 0.3260 2.0193
N -1.8934 -0.3860 1.2400
C -2.5910 -1.1200 0.3195
H -4.7309 -1.3055 -0.0562
H -4.9412 0.4496 2.0062
H -2.4099 0.9692 2.8062
H -0.8939 -0.3769 1.3364
H -2.0837 -1.7515 -0.3900
*
```

The LUMO energy is -0.087 eV. Its max |F| is 1.10 eV/Å. The SMILES is O=[PH2]B1OBOB(I)O1.c1cc[nH]c1. For the gap between HOMO and LUMO, the calculation gives 0.3111 Eh. The calculation puts the total energy at -1226.8094 hartree.

Charge distribution, Löwdin scheme, values in e:
1. O -0.4474
2. P 0.7496
3. B -0.6069
4. O 0.2075
5. B -0.3027
6. O 0.1802
7. B -1.0975
8. I 0.9871
9. O 0.1934
10. H 0.0142
11. H -0.0010
12. H 0.1211
13. C -0.1096
14. C -0.1098
15. C -0.1411
16. N -0.0044
17. C -0.1540
18. H 0.0904
19. H 0.0901
20. H 0.1049
21. H 0.1322
22. H 0.1035

***

Entry 2:
The following is a DFT calculation (wB97M-V/def2-TZVPD) of a gas-phase ion, C3H8N2O (charge +1).

ORCA input file:
```
! RIJCOSX wB97M-V def2-TZVPD def2/J DEFGRID3
* xyz 1 2
O -0.3926 1.4352 -1.1635
C 0.3818 0.5898 -0.8209
N -0.2056 -0.6793 -0.5048
C -1.4641 -0.6981 0.2140
N -1.0882 -0.3494 1.5343
C 1.8731 0.8120 -0.7129
H 0.3759 -1.5181 -0.4959
H -2.1313 0.0481 -0.2092
H -1.9237 -1.6783 0.1649
H -1.1856 0.5429 1.9928
H -0.9464 -1.0875 2.2193
H 2.2074 1.0875 -1.7152
H 2.1169 1.6138 -0.0366
H 2.3825 -0.1186 -0.4662
*
```

The LUMO energy (alpha / beta) is -3.305 / -8.355 eV. Its max |F| is 1.71 eV/Å. For the gap between HOMO and LUMO (alpha / beta), the calculation gives 0.4492 / 0.2578 Eh. The value obtained for the energy relative to the best compared isomer or geometry (same formula, charge and spin) is 6.7 kcal per mole. As for the expectation value of S²: 0.760. The calculation puts the total energy at -303.5357 hartree.

Charge distribution, Löwdin scheme, values in e:
1. O 0.1657
2. C -0.4452
3. N 0.1898
4. C -0.2052
5. N 0.2208
6. C 0.0354
7. H 0.1705
8. H 0.1436
9. H 0.1498
10. H 0.1422
11. H 0.1393
12. H 0.1079
13. H 0.1001
14. H 0.0854

***

Entry 3:
The following is a DFT calculation (wB97M-V/def2-TZVPD) of 13 unconnected molecules or ions with the total composition C87H200F6N11O14S2.

ORCA input file:
```
! RIJCOSX wB97M-V def2-TZVPD def2/J DEFGRID3
* xyz 9 1
C -3.5703 5.2553 -2.0020
O -2.3111 4.6375 -2.2523
C -1.8886 4.6106 -3.6379
C -0.8456 3.5207 -4.0589
N 0.1166 3.2392 -2.9100
H -0.3781 3.2862 -2.0307
H 0.2793 2.2430 -2.9473
C 1.3994 4.1291 -3.1109
C 2.5150 3.8931 -2.0253
O 1.9921 3.7538 -0.6967
C 1.9251 2.4200 -0.2050
H -4.4119 4.6141 -2.2641
H -3.7524 6.2660 -2.3675
H -3.6783 5.2049 -0.9185
H -1.4153 5.5610 -3.8847
H -2.7531 4.5312 -4.2970
H -0.2956 3.7062 -4.9815
H -1.3627 2.5688 -4.1800
H 0.8971 5.0887 -2.9886
H 1.8921 4.0115 -4.0761
H 3.1076 4.8079 -2.0233
H 3.2236 3.1297 -2.3468
H 1.2517 1.8153 -0.8124
H 1.4605 2.4466 0.7806
H 2.9377 2.0518 -0.0402
C -1.5747 0.6361 -9.2076
O -2.1168 -0.7162 -9.3859
C -1.2135 -1.7900 -9.0486
C -1.0743 -1.9593 -7.5427
N -2.3232 -2.4683 -6.8946
H -3.1671 -2.0812 -7.2920
H -2.4666 -3.4355 -7.1478
C -2.3315 -2.3665 -5.3659
C -2.6398 -0.8926 -4.9877
O -4.0027 -0.5968 -5.3459
C -4.5181 0.6514 -4.7337
H -0.5754 0.7547 -8.7888
H -2.2336 0.9793 -8.4099
H -1.7106 1.2614 -10.0900
H -0.2123 -1.5709 -9.4197
H -1.4974 -2.7561 -9.4660
H -0.8630 -0.9991 -7.0720
H -0.2441 -2.5909 -7.2267
H -1.3402 -2.7287 -5.0936
H -3.1524 -3.0337 -5.1029
H -1.8795 -0.2892 -5.4836
H -2.6060 -0.8660 -3.8986
H -5.5186 0.9107 -5.0800
H -3.8182 1.4025 -5.0999
H -4.5139 0.8230 -3.6573
C -0.4827 9.5926 -1.0836
O 0.0818 8.4058 -0.4906
C -0.7722 7.2773 -0.5998
C -0.2709 5.9829 0.1759
N 0.1460 6.3342 1.6158
H 0.7611 7.1350 1.6381
H -0.6672 6.6209 2.1417
C 0.7416 5.2863 2.4453
C 1.0842 5.7898 3.8555
O 1.9183 6.9865 3.9258
C 2.1812 7.3635 5.3176
H 0.3446 10.3022 -1.0733
H -1.2468 9.9748 -0.4068
H -0.8451 9.5196 -2.1090
H -0.9320 7.0731 -1.6585
H -1.7460 7.5060 -0.1667
H 0.4710 5.3158 -0.2629
H -1.1523 5.3577 0.3191
H 1.6607 5.0105 1.9284
H -0.0650 4.5609 2.3390
H 1.5082 4.9256 4.3668
H 0.1204 6.0086 4.3153
H 2.5988 8.3681 5.3842
H 2.8080 6.6331 5.8291
H 1.1809 7.3054 5.7467
C -1.7613 2.3948 0.4784
O -1.4635 1.9093 -0.7913
C -2.4977 1.1524 -1.5074
C -2.6442 -0.2930 -1.0442
N -1.3608 -0.8854 -0.5717
H -0.9598 -1.3926 -1.3476
H -0.7641 -0.0959 -0.3693
C -1.3783 -1.7768 0.6737
C -0.0364 -1.8211 1.5177
O 0.2989 -0.4733 1.8462
C 1.5334 -0.3875 2.4796
H -2.5499 3.1063 0.2334
H -0.9652 3.0721 0.7878
H -1.9973 1.5988 1.1847
H -2.1988 1.0458 -2.5501
H -3.4968 1.5778 -1.6020
H -3.2691 -1.0137 -1.5716
H -3.2105 -0.3399 -0.1141
H -1.7117 -2.6977 0.1952
H -2.1553 -1.4130 1.3459
H 0.6908 -2.4811 1.0447
H -0.2429 -2.4108 2.4108
H 1.6645 0.6296 2.8488
H 2.3805 -0.5220 1.8070
H 1.6267 -1.1664 3.2364
C -9.3433 -5.1685 0.2772
C -7.8799 -4.7202 0.1463
C -7.3005 -5.2241 -1.2308
N -6.0799 -4.3742 -1.7517
C -6.6024 -2.9879 -2.2470
C -5.2340 -5.0852 -2.8915
C -4.3673 -6.1652 -2.2313
C -4.3314 -5.6312 -0.7429
C -4.9654 -4.2581 -0.7758
H -9.9132 -4.6521 -0.4952
H -9.7311 -4.8232 1.2356
H -9.3500 -6.2478 0.1248
H -7.2684 -5.0612 0.9817
H -7.7742 -3.6502 0.3254
H -8.0726 -5.0607 -1.9827
H -6.8350 -6.2096 -1.2142
H -7.2756 -2.5440 -1.5136
H -6.9233 -3.1574 -3.2748
H -5.9464 -2.1176 -2.2264
H -4.5202 -4.3092 -3.1676
H -5.8545 -5.3182 -3.7568
H -3.3501 -6.1051 -2.6184
H -4.6868 -7.1916 -2.4113
H -3.3377 -5.7823 -0.3212
H -4.8964 -6.3595 -0.1612
H -4.3749 -3.4355 -1.1795
H -5.3353 -3.9947 0.2151
C 10.8644 -2.6988 1.0264
C 10.1654 -1.8348 -0.0516
C 8.9931 -1.1001 0.6227
N 8.0826 -0.3459 -0.4510
C 8.9960 0.4438 -1.4479
C 7.0769 0.6177 0.2209
C 5.6382 0.2687 -0.0760
C 5.7789 -0.5921 -1.3337
C 7.0971 -1.3270 -1.1716
H 11.7145 -3.2390 0.6099
H 10.2471 -3.4807 1.4688
H 11.3294 -2.0794 1.7934
H 9.7217 -2.4573 -0.8286
H 10.8724 -1.0998 -0.4362
H 9.3259 -0.2612 1.2339
H 8.3636 -1.7925 1.1817
H 8.4018 1.0174 -2.1592
H 9.5849 -0.2709 -2.0228
H 9.6116 1.0638 -0.7962
H 7.2420 1.6803 0.0430
H 7.2851 0.3947 1.2674
H 4.9630 1.1011 -0.2747
H 5.0850 -0.1905 0.7433
H 5.8417 -0.0536 -2.2793
H 4.9548 -1.2962 -1.4480
H 7.5595 -1.7966 -2.0397
H 6.9812 -2.2119 -0.5458
C 0.0521 3.5479 6.9447
C -0.2520 2.3198 6.1602
C -1.5983 1.6174 6.5452
N -2.1054 0.5081 5.6416
C -1.2239 -0.6713 5.5690
C -1.2007 -1.4197 6.9234
C -2.5586 -1.8085 7.5734
C -3.5533 -0.6267 7.5022
C -3.5524 0.1070 6.1518
C -2.3656 0.9899 4.1481
H -0.7418 4.2933 6.8974
H 1.0156 3.9963 6.7025
H 0.2235 3.2768 7.9864
H 0.5752 1.6680 6.4411
H -0.1107 2.4891 5.0928
H -2.4174 2.3364 6.5567
H -1.5114 1.3018 7.5849
H -0.2159 -0.4009 5.2545
H -1.5594 -1.3827 4.8144
H -0.5628 -0.9653 7.6815
H -0.6849 -2.3649 6.7547
H -2.3882 -2.1675 8.5884
H -2.9368 -2.6317 6.9674
H -3.2589 0.0666 8.2901
H -4.5575 -1.0436 7.5790
H -4.1462 1.0037 5.9742
H -3.8879 -0.6234 5.4156
H -1.4191 1.2872 3.6967
H -3.0021 1.8662 4.2712
H -2.8053 0.2200 3.5141
C 2.5124 -8.9242 0.6591
C 3.1406 -7.5858 1.0921
C 3.6273 -7.4975 2.5334
N 4.2704 -6.1164 2.9642
C 5.6186 -6.0059 2.1910
C 6.3022 -4.6248 2.1051
C 5.3168 -3.5036 1.8079
C 4.1131 -3.6053 2.7796
C 3.3992 -4.9685 2.4844
C 4.6567 -6.1139 4.4523
H 1.4567 -8.8371 0.9162
H 3.1267 -9.6549 1.1852
H 2.6166 -9.1143 -0.4092
H 2.3296 -6.8671 0.9741
H 3.8982 -7.4076 0.3290
H 4.4071 -8.2098 2.8030
H 2.7457 -7.6005 3.1661
H 5.2715 -6.1941 1.1750
H 6.2090 -6.8691 2.4982
H 7.1186 -4.5655 1.3853
H 6.7932 -4.3287 3.0321
H 5.1156 -3.5660 0.7385
H 5.8041 -2.5321 1.8906
H 3.4189 -2.7752 2.6488
H 4.3873 -3.4798 3.8270
H 3.3728 -5.0002 1.3952
H 2.4238 -4.9431 2.9701
H 5.0559 -7.1105 4.6406
H 3.7687 -5.9198 5.0539
H 5.4719 -5.4129 4.6317
C 3.5793 -4.8983 -7.0890
C 2.8949 -5.7655 -5.9428
C 2.4030 -4.9307 -4.8380
N 1.9368 -5.6477 -3.4980
C 1.6438 -4.5355 -2.4616
C 0.9239 -5.0495 -1.1088
C -0.3289 -5.9326 -1.4853
C 0.1049 -7.0763 -2.3936
C 0.6267 -6.4649 -3.7395
C 3.0705 -6.5390 -2.8953
H 4.2119 -5.5129 -7.7294
H 4.1883 -4.0875 -6.6893
H 2.9556 -4.3985 -7.8302
H 3.7339 -6.3296 -5.5354
H 2.2104 -6.4500 -6.4439
H 1.6376 -4.2091 -5.1239
H 3.1535 -4.2271 -4.4776
H 0.9379 -3.8546 -2.9370
H 2.4859 -3.9164 -2.1525
H 0.6598 -4.2277 -0.4432
H 1.7237 -5.5689 -0.5809
H -1.0749 -5.2288 -1.8543
H -0.8247 -6.2381 -0.5639
H -0.6621 -7.7971 -2.6767
H 0.7443 -7.7757 -1.8550
H -0.0373 -5.8055 -4.2984
H 0.7166 -7.2083 -4.5315
H 3.1253 -7.2629 -3.7084
H 2.6662 -6.9492 -1.9699
H 3.9696 -5.9240 -2.9358
C -7.8128 1.9208 -2.2837
C -6.9770 1.8332 -1.0194
C -6.9706 3.1677 -0.1972
N -6.6299 3.1878 1.3456
C -6.6873 4.6217 1.8208
C -8.1760 5.1668 1.8927
C -9.1113 4.1983 2.6629
C -8.9384 2.6414 2.3155
C -7.4908 2.2231 2.2370
C -5.1131 2.7758 1.5166
H -8.8616 1.9412 -1.9877
H -7.6779 1.0387 -2.9097
H -7.6448 2.8168 -2.8813
H -5.9667 1.5808 -1.3413
H -7.2865 0.9670 -0.4347
H -7.9066 3.7168 -0.3001
H -6.2277 3.8634 -0.5872
H -6.1329 5.2846 1.1564
H -6.2806 4.6501 2.8317
H -8.6417 5.2748 0.9132
H -8.2301 6.1621 2.3337
H -10.1382 4.5594 2.7199
H -8.7226 4.2942 3.6767
H -9.5935 2.4210 1.4726
H -9.3828 2.0490 3.1153
H -7.3706 1.2333 1.7967
H -7.0727 2.3248 3.2385
H -5.0933 1.7741 1.0874
H -4.8491 2.7833 2.5741
H -4.5073 3.5092 0.9844
C 4.0770 2.4132 2.9145
C 5.1239 3.3799 2.3332
C 4.5021 4.8016 2.3048
N 5.5655 5.9241 2.1728
C 6.6136 5.7698 1.0291
C 5.8442 5.7598 -0.3823
C 4.9550 6.9857 -0.5543
C 4.1882 7.4400 0.6599
C 4.8638 7.2684 2.0439
C 6.3333 6.0000 3.4872
H 3.6803 2.6780 3.8946
H 4.3500 1.3592 2.9647
H 3.2120 2.4245 2.2514
H 5.4524 3.0371 1.3520
H 6.0196 3.4055 2.9539
H 4.0152 4.9849 3.2626
H 3.7137 4.8705 1.5552
H 7.1136 4.8049 1.1142
H 7.3348 6.5828 1.1119
H 5.2795 4.8610 -0.6300
H 6.5980 5.7477 -1.1695
H 4.3475 6.8268 -1.4453
H 5.6055 7.8185 -0.8216
H 3.1573 7.0885 0.6169
H 4.0105 8.4970 0.4618
H 4.1839 7.4206 2.8822
H 5.6484 8.0208 2.1237
H 6.9473 5.1104 3.6277
H 5.6196 6.0509 4.3095
H 7.0684 6.8046 3.4647
C 2.3499 -0.8135 -2.9977
F 2.2554 -0.8175 -1.6486
F 3.0351 0.3028 -3.3194
F 2.9955 -1.9388 -3.4164
S 0.6253 -0.7188 -3.7963
O -0.1646 -1.6460 -3.0206
O 0.3921 0.7467 -3.5321
O 0.7967 -1.1429 -5.1748
C -6.5667 -1.8101 3.0151
F -6.8530 -3.1743 2.9842
F -7.5770 -1.0059 2.6080
F -6.1485 -1.4480 4.2270
S -5.0504 -1.5736 1.7113
O -4.1103 -2.6780 2.0036
O -5.6823 -1.6400 0.3662
O -4.5284 -0.2498 2.0384
*
```

The LUMO energy is -15.048 eV. Its max |F| is 3.52 eV/Å. For the gap between HOMO and LUMO, the calculation gives 0.3027 Eh. The calculation puts the total energy at -6481.8576 hartree.

Results of the Löwdin charge analysis, in e, for atoms 1 through 99:
1. C -0.0770
2. O -0.2262
3. C -0.1396
4. C -0.0563
5. N 0.0622
6. H 0.1148
7. H 0.0457
8. C 0.0022
9. C -0.1472
10. O -0.2201
11. C -0.0795
12. H 0.0843
13. H 0.1172
14. H 0.0693
15. H 0.1253
16. H 0.1380
17. H 0.1497
18. H 0.1011
19. H 0.1257
20. H 0.1475
21. H 0.1138
22. H 0.1266
23. H 0.0766
24. H 0.0715
25. H 0.0774
26. C -0.0470
27. O -0.1644
28. C -0.1637
29. C -0.1183
30. N 0.0794
31. H 0.1775
32. H 0.1806
33. C -0.0537
34. C -0.1947
35. O -0.1651
36. C -0.0296
37. H 0.0860
38. H 0.0721
39. H 0.1088
40. H 0.1409
41. H 0.1409
42. H 0.0974
43. H 0.1312
44. H 0.1063
45. H 0.1287
46. H 0.1129
47. H 0.0924
48. H 0.1072
49. H 0.0811
50. H 0.0564
51. C -0.0410
52. O -0.1999
53. C -0.1848
54. C -0.0343
55. N 0.0660
56. H 0.1626
57. H 0.1838
58. C -0.1112
59. C -0.1796
60. O -0.2123
61. C -0.0175
62. H 0.1080
63. H 0.1038
64. H 0.1031
65. H 0.1167
66. H 0.1270
67. H 0.0995
68. H 0.1013
69. H 0.1058
70. H 0.1280
71. H 0.1144
72. H 0.1294
73. H 0.1143
74. H 0.0923
75. H 0.0936
76. C -0.0690
77. O -0.2204
78. C -0.1184
79. C -0.0873
80. N 0.0787
81. H 0.1004
82. H 0.1347
83. C -0.0247
84. C -0.1549
85. O -0.1871
86. C -0.1138
87. H 0.0749
88. H 0.0692
89. H 0.0964
90. H 0.0945
91. H 0.1230
92. H 0.1400
93. H 0.0907
94. H 0.1353
95. H 0.0910
96. H 0.1042
97. H 0.1316
98. H 0.0817
99. H 0.0792

***

Entry 4:
The following is a DFT calculation (wB97M-V/def2-TZVPD) of a single C7H10 molecule.

ORCA input file:
```
! RIJCOSX wB97M-V def2-TZVPD def2/J DEFGRID3
* xyz 0 1
C -1.3673 0.7539 0.3461
C -1.3829 -0.7435 -0.0832
C -0.1610 -0.4981 -1.0137
C -0.1467 0.9816 -0.5673
C 1.2263 0.7580 0.0877
C 1.2611 -0.4108 1.0298
C 1.2582 -0.6800 -0.4354
H -2.2658 1.3096 0.0648
H -1.1495 0.9527 1.4004
H -1.2278 -1.4784 0.7133
H -2.2874 -1.0175 -0.6320
H -0.2733 -0.7814 -2.0630
H -0.1850 1.7750 -1.3197
H 1.9872 1.5176 0.2225
H 2.2322 -0.5320 1.5024
H 0.4258 -0.6748 1.6724
H 2.0561 -1.2320 -0.9250
*
```

The LUMO energy is 1.247 eV. Its max |F| is 0.41 eV/Å. The SMILES is C1C[C@H]2[C@@H]1[C@H]1C[C@@H]21. For the gap between HOMO and LUMO, the calculation gives 0.3827 Eh. The value obtained for the energy relative to the best compared isomer or geometry (same formula, charge and spin) is 59.7 kcal per mole. The calculation puts the total energy at -272.6229 hartree.

Charge distribution, Löwdin scheme, values in e:
1. C -0.1320
2. C -0.1311
3. C -0.2050
4. C -0.2196
5. C -0.1692
6. C -0.1014
7. C -0.1644
8. H 0.0995
9. H 0.1041
10. H 0.0990
11. H 0.1001
12. H 0.1339
13. H 0.1373
14. H 0.1246
15. H 0.1069
16. H 0.0913
17. H 0.1261

***

Entry 5:
The following is a DFT calculation (wB97M-V/def2-TZVPD) of a molecular structure, C2H5N3O2.

ORCA input file:
```
! RIJCOSX wB97M-V def2-TZVPD def2/J DEFGRID3
* xyz 0 1
C 0.5757 -0.5218 0.0676
C -1.6651 0.0219 -0.1012
H 1.9540 0.7042 -0.7925
H 2.6850 -0.6194 -0.3066
H -0.3933 -2.1555 0.3200
H -0.4796 2.5139 0.7500
H -2.3585 0.7750 -0.2235
N 1.9280 0.0101 -0.1302
N 0.5072 -1.7644 0.1888
N -0.4618 0.4323 0.5917
O -0.2952 1.6733 -0.1427
O -1.9964 -1.0695 -0.2214
*
```

The LUMO energy is 0.011 eV. Its max |F| is 6.85 eV/Å. For the gap between HOMO and LUMO, the calculation gives 0.3471 Eh. The value obtained for the energy relative to the best compared isomer or geometry (same formula, charge and spin) is 129.1 kcal per mole. The calculation puts the total energy at -393.8135 hartree.

Charge distribution, Löwdin scheme, values in e:
1. C -0.4221
2. C -0.3202
3. H 0.0252
4. H 0.0787
5. H 0.0320
6. H 0.2759
7. H 0.1141
8. N 0.1116
9. N 0.1574
10. N -0.0241
11. O -0.1524
12. O 0.1240

***

Entry 6:
The following is a DFT calculation (wB97M-V/def2-TZVPD) of 2 unconnected molecules or ions with the total composition CH2ClNS2.

ORCA input file:
```
! RIJCOSX wB97M-V def2-TZVPD def2/J DEFGRID3
* xyz 0 1
C 0.5431 -0.6077 1.3884
N -0.8842 0.1422 -0.5175
S -0.1157 -0.2300 2.7470
S -0.0597 1.0639 -1.6196
Cl 1.9948 -0.8941 0.7084
H -1.7265 0.4460 -0.1472
H 0.2483 0.0797 -2.5596
*
```

The LUMO energy (alpha / beta) is -0.932 / -0.429 eV. Its max |F| is 4.03 eV/Å. For the gap between HOMO and LUMO (alpha / beta), the calculation gives 0.2458 / 0.2991 Eh. The value obtained for the energy relative to the best compared isomer or geometry (same formula, charge and spin) is 78.5 kcal per mole. The calculation puts the total energy at -1350.4631 hartree.

Charge distribution, Löwdin scheme, values in e:
1. C -1.2868
2. N -0.4719
3. S 0.6680
4. S 0.6194
5. Cl 0.6549
6. H -0.0588
7. H -0.1249